{
  "formula": "C5H11N2S",
  "method": "the ωB97M-V functional and the def2-TZVPD basis",
  "total_energy_ev": -19170.34567,
  "spin_multiplicity": 1,
  "e_above_lowest_kj_mol": 245.1,
  "homo_energy_ev": -13.7,
  "lumo_ev": -3.322,
  "total_charge": 1,
  "homo_lumo_gap_ev": 10.3,
  "symbols": ["C", "C", "C", "C", "C", "N", "N", "S", "H", "H", "H", "H", "H", "H", "H", "H", "H", "H", "H"],
  "positions_angstrom": [[1.860, -0.038, 0.032], [-0.072, -1.455, -0.124], [-0.955, 0.414, -0.117], [-1.453, 0.682, 1.263], [-1.816, 0.568, -1.330], [1.294, -1.212, 0.092], [3.096, 0.394, 0.127], [0.648, 1.251, -0.305], [-0.416, -2.204, 0.572], [-0.351, -1.748, -1.142], [-2.516, 0.592, 1.260], [-1.035, 1.688, 1.505], [-0.936, -0.120, 1.805], [-2.486, -0.217, -1.564], [-1.256, 0.853, -2.131], [-2.480, 1.491, -0.954], [2.016, -1.927, 0.101], [3.759, -0.342, 0.304], [3.098, 1.329, 0.606]],
  "forces_ev_per_angstrom": [[-4.314, 2.416, -0.823], [-2.607, 2.224, -1.302], [3.073, -3.927, -0.283], [1.294, -0.079, -0.379], [-2.146, 2.692, 3.626], [3.305, -0.115, -0.133], [-0.236, 0.176, 0.864], [1.005, 0.032, -0.125], [-0.498, 0.208, 0.431], [0.498, -0.056, 0.101], [-0.695, 0.079, 0.573], [-0.929, -0.706, 0.509], [-0.624, 0.752, 0.874], [-0.564, -0.966, 0.047], [1.277, 0.701, -2.386], [1.060, -1.747, -1.406], [-0.670, -0.844, 0.273], [0.860, 0.497, 0.325], [0.911, -1.334, -0.785]],
  "lowdin_charge": [-0.5850, -0.0319, -0.6179, -0.1047, -0.0857, -0.0054, 0.1514, 1.0707, 0.1055, 0.1054, 0.0858, 0.0861, 0.0871, 0.0823, 0.0335, 0.1557, 0.1785, 0.1342, 0.1543]
}

---

{
  "formula": "C5H11N3",
  "method": "the ωB97M-V functional and the def2-TZVPD basis",
  "total_energy_ev": -9825.80396,
  "spin_multiplicity": 1,
  "e_above_lowest_kj_mol": 781.7,
  "homo_energy_ev": [-8.2, -8.6],
  "lumo_ev": [-0.549, -0.670],
  "total_charge": 0,
  "smiles": "[H]/N=C\\C=N\\[H].C/C=N\\C",
  "homo_lumo_gap_ev": [7.7, 7.9],
  "symbols": ["H", "N", "C", "C", "N", "H", "H", "H", "C", "C", "N", "C", "H", "H", "H", "H", "H", "H", "H"],
  "positions_angstrom": [[-0.003, 2.678, 2.488], [-0.336, 1.898, 1.915], [0.358, 1.861, 0.769], [-0.118, 2.793, -0.339], [0.018, 4.039, -0.332], [-0.288, 4.526, -1.173], [1.403, 2.195, 0.911], [-0.339, 2.156, -1.214], [-1.388, -1.109, -0.528], [-0.014, -1.024, 0.135], [0.977, -1.648, -0.532], [1.203, -3.043, -0.331], [-1.266, -0.946, -1.599], [-1.878, -2.082, -0.490], [-2.039, -0.454, 0.054], [-0.138, -1.442, 1.153], [0.863, -3.648, -1.183], [2.272, -3.240, -0.243], [0.714, -3.509, 0.539]],
  "forces_ev_per_angstrom": [[0.959, -1.049, 0.882], [-1.395, 0.259, -1.694], [0.962, 3.484, 2.587], [-0.257, -2.732, -2.470], [-0.096, 0.032, 1.229], [0.116, -0.490, -0.098], [0.325, -0.697, -0.222], [-0.674, 0.813, -0.270], [0.441, 1.898, -0.231], [0.324, -4.362, 0.193], [-1.941, 1.283, -1.267], [1.121, -0.511, 1.376], [-0.436, 0.730, -0.022], [0.734, -0.520, 0.562], [-0.315, 0.353, -0.753], [0.150, 0.616, 0.333], [-0.075, 0.600, -0.230], [0.101, -0.098, -0.077], [-0.041, 0.391, 0.173]],
  "lowdin_charge": [0.0596, 0.0761, -0.2196, -0.2661, 0.0983, 0.0570, 0.0931, 0.1005, -0.0952, -0.2335, -0.0369, -0.1661, 0.0709, 0.0730, 0.0649, 0.0908, 0.0870, 0.0708, 0.0753]
}

---

{
  "formula": "C5H11N3",
  "method": "the ωB97M-V functional and the def2-TZVPD basis",
  "total_energy_ev": -9828.56772,
  "spin_multiplicity": 1,
  "e_above_lowest_kj_mol": 515.1,
  "homo_energy_ev": -8.3,
  "lumo_ev": 0.771,
  "total_charge": 0,
  "homo_lumo_gap_ev": 9.1,
  "symbols": ["C", "C", "C", "C", "C", "H", "H", "H", "H", "H", "H", "H", "H", "H", "H", "H", "N", "N", "N"],
  "positions_angstrom": [[1.420, -1.581, 1.376], [0.118, -0.809, -0.452], [-0.836, 0.215, -0.959], [-1.779, 0.816, 0.002], [-0.696, 1.630, -0.500], [2.183, -0.833, 2.228], [0.985, -2.616, 1.825], [2.259, -2.228, 0.764], [0.659, 0.371, 0.937], [-0.041, -1.630, -2.117], [-1.269, -0.185, -1.997], [-1.372, 0.211, 0.926], [-2.844, 0.861, 0.041], [-0.722, 2.556, -1.201], [1.122, 2.370, 0.469], [-0.237, 2.550, 1.392], [0.860, -0.543, 0.680], [0.312, -1.812, -1.259], [0.245, 1.919, 0.570]],
  "forces_ev_per_angstrom": [[6.697, -2.380, 3.149], [0.840, -1.004, -2.923], [-0.581, -1.305, -2.919], [0.305, -2.688, 3.494], [1.293, 3.867, -0.998], [-2.304, -3.115, -1.954], [-0.511, 3.176, -0.449], [-1.600, 2.180, 0.812], [0.085, 1.957, 1.989], [-1.950, 0.395, -3.009], [1.181, 1.826, 2.062], [-1.502, 2.027, -0.818], [-0.453, 0.362, -0.825], [-0.881, -2.077, 0.763], [0.757, 0.349, -1.272], [1.212, -2.208, -2.838], [-2.871, -3.316, -3.177], [2.336, -0.436, 4.930], [-2.055, 2.389, 3.983]],
  "lowdin_charge": [-0.1973, -0.4027, -0.1976, -0.0937, -0.3260, 0.1584, 0.1015, 0.0903, 0.0087, -0.0321, 0.1818, 0.1534, 0.1019, 0.1680, 0.0722, 0.1782, -0.0749, 0.1261, -0.0161]
}

---

{
  "formula": "C5H11N3",
  "method": "the ωB97M-V functional and the def2-TZVPD basis",
  "total_energy_ev": -9827.36116,
  "spin_multiplicity": 1,
  "e_above_lowest_kj_mol": 631.5,
  "homo_energy_ev": -8.7,
  "lumo_ev": 0.496,
  "total_charge": 0,
  "homo_lumo_gap_ev": 9.2,
  "symbols": ["C", "C", "C", "C", "C", "H", "H", "H", "H", "H", "H", "H", "H", "H", "H", "H", "N", "N", "N"],
  "positions_angstrom": [[1.215, 0.958, -0.805], [0.432, -0.345, -0.409], [1.040, -1.721, -0.269], [0.840, -0.896, 0.943], [-2.844, 0.244, 0.219], [1.777, 2.803, 0.307], [0.015, 2.420, 0.218], [1.095, 1.354, -1.853], [2.341, 0.709, -0.457], [0.216, -2.512, -0.406], [2.042, -2.168, -0.590], [-0.024, -1.247, 1.556], [1.691, -0.515, 1.545], [-1.298, -1.526, -0.009], [-3.342, -0.851, 0.334], [-3.585, 1.133, 0.288], [0.998, 1.980, 0.429], [-1.012, -0.493, -0.757], [-1.597, 0.673, -0.283]],
  "forces_ev_per_angstrom": [[1.973, -0.275, 3.521], [1.176, -0.097, -0.336], [0.296, -2.421, -1.274], [-0.923, -0.220, 1.353], [1.392, 3.576, -1.644], [-2.681, -2.444, 0.136], [2.482, -0.691, 0.694], [0.083, -0.433, 1.229], [-2.293, 0.247, -1.875], [1.562, 1.009, 0.072], [-1.406, 1.325, 0.307], [0.809, 0.531, -0.155], [-0.742, -0.066, -0.805], [0.559, 3.894, -2.994], [1.938, 2.448, -0.472], [1.285, -1.692, 0.447], [-0.296, 2.127, -3.255], [2.269, -2.234, 3.133], [-7.485, -4.584, 1.920]],
  "lowdin_charge": [-0.1608, -0.4958, -0.1418, -0.1451, -0.0524, 0.1024, 0.0569, 0.1033, 0.1378, 0.1038, 0.1236, 0.1023, 0.1119, 0.2029, 0.1015, 0.0594, -0.0785, -0.0824, -0.0490]
}

---

Which formula does entry 1 have?
C5H11N2S